[1]
The following is a quantum chemistry calculation of one molecule with the formula C7H11NO in a non-equilibrium geometry, from the OMol25 dataset.

Results
- Relative energy (zero: lowest compared OMol25 entry of this formula, charge and spin): 262.2 kJ/mol
- SMILES: CC1=COCCC(C)=N1
- HOMO-LUMO gap: 9.025 eV

Each line ends with the Löwdin charge.
Atoms and positions in Å:
C 2.0895 1.7137 -1.1341  -0.069
C 1.2879 0.7478 -0.2654  -0.292
C 1.8369 0.0955 0.8092  -0.079
O 1.4123 -0.6251 1.9283  -0.093
C 0.0095 -0.9076 1.9417  -0.171
C -0.6109 -1.3891 0.5904  -0.100
C -0.8983 -0.2503 -0.3561  -0.327
C -2.3565 -0.1460 -0.9879  -0.024
N -0.0791 0.6477 -0.6635  0.101
H 1.4657 2.2663 -1.9641  0.108
H 2.8817 1.2911 -1.6092  0.011
H 2.5276 2.5734 -0.4209  0.115
H 2.9192 0.3326 1.0398  0.139
H -0.4793 -0.0458 2.4383  0.142
H -0.1400 -1.7971 2.5360  0.109
H -0.0571 -2.2260 0.1416  0.139
H -1.4551 -1.8478 1.0199  0.087
H -2.9649 -0.2026 -0.0655  0.067
H -2.6583 -0.9924 -1.6243  0.071
H -2.5208 0.8253 -1.4619  0.067

---

[2]
The following is a quantum chemistry calculation of a 14-piece molecular cluster, C5H37NO15 overall in a non-equilibrium geometry, from the OMol25 dataset.

Results
- Relative energy (zero: lowest compared OMol25 entry of this formula, charge and spin): 417.7 kJ/mol
- HOMO-LUMO gap: 9.873 eV

Each line ends with the Löwdin charge.
Atoms and positions in Å:
O -3.4018 1.0963 -2.7050  0.040
C -2.9800 0.1444 -2.0500  -0.495
N -1.7446 0.2742 -1.2756  0.039
C -1.2337 -0.7118 -0.3048  -0.161
C -1.2894 -0.1396 1.2370  -0.099
C -1.1009 1.3654 1.4644  -0.163
O 0.3435 1.6365 1.7733  -0.183
C -3.6448 -1.1680 -2.0939  -0.004
H -1.3926 1.2445 -1.0850  0.091
H -1.6178 -1.7171 -0.1758  0.092
H -0.1929 -0.9335 -0.6517  0.088
H -0.6381 -0.7286 1.7758  0.065
H -2.3066 -0.4098 1.5455  0.113
H -1.5917 1.6023 2.4721  0.138
H -1.4751 2.1604 0.7359  0.117
H 3.4038 2.5670 2.9862  0.042
H -4.6281 -1.1445 -2.6292  0.107
H -3.0712 -1.9102 -2.6701  0.069
H -3.7774 -1.4449 -0.9823  0.119
H -0.6925 4.7416 0.7426  0.104
H 0.8105 4.5904 0.3889  0.063
O 0.0909 4.1355 0.8768  -0.076
H 2.1976 -1.1980 0.1029  -0.010
H 3.6462 -1.5347 0.0343  0.050
O 2.8848 -1.6401 0.5839  -0.038
H 0.9828 2.7449 -1.5356  0.114
H 0.9129 2.1072 -0.1250  0.022
O 0.4977 2.0662 -0.9933  -0.084
H -0.4708 -1.8717 -3.9544  0.034
H -0.7858 -0.6616 -3.0546  0.033
O -0.0771 -1.2660 -3.3326  -0.042
H 0.6042 -0.9385 4.6773  -0.041
H 1.5918 -2.1443 4.4167  0.049
O 0.8295 -1.7858 4.9269  -0.058
H 2.6253 1.4430 2.3893  0.025
H 0.4416 2.6426 1.7766  0.080
O 3.1455 2.2288 2.1706  -0.004
H 0.1894 -4.0590 -0.3261  0.027
H -1.1684 -4.7012 -0.2936  0.014
O -0.6728 -4.1389 -0.8267  -0.059
H 1.2767 0.3055 -1.3109  -0.032
H 1.4595 -0.8430 -2.2717  0.042
O 1.8128 -0.4306 -1.4663  -0.042
H 2.9273 3.3289 0.9558  -0.013
H 3.5909 3.2671 -0.3054  0.083
O 2.7314 3.6193 0.0454  -0.091
H -1.9222 3.3606 -2.1012  0.054
H -0.9000 3.1933 -1.0943  -0.067
O -1.4598 3.8856 -1.4114  -0.068
H 2.0015 -3.4080 0.7464  -0.020
H 0.7702 -3.4000 1.6587  0.069
O 1.2283 -3.8469 0.9420  0.001
H -1.5072 -2.9543 -2.8290  -0.002
H -1.1599 -4.4444 -2.6248  0.007
O -1.1652 -3.7550 -3.2887  -0.091
H 1.1937 0.4449 2.5932  0.011
H 2.1350 -0.7275 2.5827  -0.011
O 1.7430 -0.1392 3.1678  -0.045

---

[3]
The following is a quantum chemistry calculation of one molecule with the formula C2H4N2S3 in a non-equilibrium geometry, from the OMol25 dataset.

Results
- Relative energy (zero: lowest compared OMol25 entry of this formula, charge and spin): 284.0 kJ/mol
- HOMO-LUMO gap (spin up / spin down): 7.049 / 6.534 eV

Each line ends with the Löwdin charge.
Atoms and positions in Å:
C 1.6280 0.3842 0.0794  -1.352
C -0.8324 0.1985 0.5008  -0.396
N 0.3533 0.8200 0.0271  -0.083
N -0.7463 -1.2061 0.4937  -0.564
S 3.0232 1.1174 -0.5849  0.520
S 1.8461 -1.1653 0.6507  0.748
S -1.0407 -1.9985 -0.8245  0.825
H -0.9800 0.4599 1.5286  0.119
H -1.6176 0.5537 -0.1480  0.100
H 0.0633 1.7832 -0.2715  0.165
H -1.6970 -0.9470 -1.4515  -0.081

---

[4]
The following is a quantum chemistry calculation of a 2-piece molecular cluster, C14H18Cl2N2O3 overall in a non-equilibrium geometry, from the OMol25 dataset.

Results
- SMILES: O=C(O)CC[C@H]1C[C@H](c2ccncc2)NC1=O.ClCCCl
- HOMO-LUMO gap: 10.252 eV

Each line ends with the Löwdin charge.
Atoms and positions in Å:
O -0.2331 3.9381 -1.2530  0.136
C -0.7142 2.8787 -1.5611  -0.483
O -1.9199 2.4562 -1.0075  0.050
C -0.0388 1.9264 -2.5189  -0.093
C 1.3715 1.5949 -2.0423  -0.137
C 1.4396 0.7368 -0.8069  -0.224
C 2.7536 -0.0124 -0.5904  -0.067
C 2.5524 -0.6102 0.8351  -0.226
C 1.9690 -1.9897 0.6354  -0.191
C 2.7426 -3.0404 0.1911  -0.040
C 2.1737 -4.2582 -0.0222  -0.155
N 0.8818 -4.5515 0.1339  0.075
C 0.1618 -3.5137 0.5483  -0.142
C 0.6420 -2.2629 0.8235  -0.032
N 1.5760 0.3064 1.4320  0.097
C 1.3310 1.3757 0.5731  -0.417
O 1.1494 2.5242 0.9042  0.116
H -2.6194 2.7045 -1.6195  0.111
H 0.0381 2.4233 -3.4766  0.125
H -0.6450 1.0401 -2.6619  0.119
H 1.8537 1.0341 -2.8366  0.119
H 1.9420 2.5094 -1.9270  0.131
H 0.6502 -0.0116 -0.7976  0.152
H 2.9322 -0.7618 -1.3418  0.119
H 3.5650 0.7109 -0.5598  0.133
H 3.4560 -0.6391 1.4277  0.150
H 3.7953 -2.9074 0.0099  0.117
H 2.8105 -5.0643 -0.3547  0.104
H -0.8961 -3.6871 0.6769  0.105
H -0.0202 -1.4999 1.1815  0.089
H 1.7298 0.5449 2.3989  0.147
Cl -6.4234 0.2325 0.8926  0.534
C -5.2187 0.8076 2.0749  -0.664
C -3.8427 0.9208 1.4741  -0.664
Cl -3.1494 -0.6746 1.0838  0.541
H -5.2293 0.1256 2.9209  0.066
H -5.5489 1.7879 2.4138  0.073
H -3.1683 1.3963 2.1838  0.078
H -3.8497 1.5095 0.5623  0.048

---

[5]
The following is a quantum chemistry calculation of C6H10O as an isolated structure, from the OMol25 dataset.

Results
- Relative energy (zero: lowest compared OMol25 entry of this formula, charge and spin): 510.9 kJ/mol
- HOMO-LUMO gap: 10.037 eV

Each line ends with the Löwdin charge.
Atoms and positions in Å:
C 1.8924 -0.6750 0.0748  -0.062
C 0.6814 0.1222 0.5184  -0.308
C 0.4275 1.4352 -0.3226  -0.180
C -1.1248 1.7315 -0.5315  -0.001
C -1.3143 0.6014 0.0004  -0.131
C -0.6820 -0.6518 0.4275  -0.356
O -0.7483 -1.7212 -0.4798  -0.015
H 1.7812 -1.0232 -0.9580  0.080
H 2.7848 -0.0408 0.1258  0.086
H 2.0515 -1.5512 0.7105  0.086
H 0.7877 0.4225 1.5663  0.144
H 0.8511 1.3503 -1.3278  0.106
H 0.8822 2.3011 0.1627  0.104
H -3.3031 -0.1215 -0.3156  0.096
H -3.3447 0.2447 0.3332  0.091
H -1.0116 -1.0543 1.3864  0.151
H -0.6109 -1.3700 -1.3706  0.108

---

Number 1: energy -10972.55852 eV. Number 2: energy -37987.98299 eV. Number 3: energy -37621.48086 eV. Number 4: energy -48978.11872 eV. Number 5: energy -8425.94529 eV.